[1]
Entry from OMol25: C3H5NO2 in the gas phase (ωB97M-V/def2-TZVPD).

## Properties
Lowest unoccupied orbital energy: 0.6 eV
HOMO-LUMO gap: 11.037 eV
Relative energy (zero: lowest compared OMol25 entry of this formula, charge and spin): 87.98 kJ/mol
E_tot: -322.54082 Ha

The geometry in XYZ format:
```
11
Properties=species:S:1:pos:R:3:lowdin_charge:R:1
C -1.30 -0.09 -0.19 -0.023
N 0.14 0.07 -0.04 -0.101
C 1.09 -0.33 -1.01 -0.275
O 1.09 -1.38 -1.60 0.098
C 0.62 0.43 1.20 -0.314
O -0.08 0.55 2.18 0.050
H -1.78 0.86 0.03 0.098
H -1.69 -0.84 0.49 0.095
H -1.51 -0.37 -1.23 0.094
H 1.81 0.48 -1.18 0.138
H 1.72 0.56 1.23 0.141
```

***

[2]
Entry from OMol25: a molecular structure, C3H5NO2 (ωB97M-V/def2-TZVPD).

## Properties
Lowest unoccupied orbital energy: 0.7 eV
HOMO-LUMO gap: 9.366 eV
Relative energy (zero: lowest compared OMol25 entry of this formula, charge and spin): 303.20 kJ/mol
E_tot: -322.45885 Ha

The geometry in XYZ format:
```
11
Properties=species:S:1:pos:R:3:lowdin_charge:R:1
C 0.61 -0.52 -0.41 -0.183
C 0.41 1.43 -0.10 -0.068
C -0.78 -0.22 -0.14 -0.441
O -1.67 -1.13 0.30 0.099
O 1.30 -1.53 0.21 0.026
N -0.93 1.07 -0.23 0.044
H -2.46 -0.66 0.60 0.122
H 0.94 -1.67 1.09 0.107
H 0.94 -0.41 -1.44 0.134
H 0.84 1.44 0.90 0.081
H 0.80 2.20 -0.77 0.079
```

***

[3]
Entry from OMol25: 2 unconnected molecules or ions with the total composition C3H5NO2 (ωB97M-V/def2-TZVPD).

## Properties
Lowest unoccupied orbital energy: 0.5 eV
HOMO-LUMO gap: 11.419 eV
Relative energy (zero: lowest compared OMol25 entry of this formula, charge and spin): 263.49 kJ/mol
E_tot: -322.47398 Ha

The geometry in XYZ format:
```
11
Properties=species:S:1:pos:R:3:lowdin_charge:R:1
C -3.28 -0.25 -0.38 -0.092
C 1.12 -0.47 -0.39 -0.262
C 0.69 0.94 0.00 -0.241
N -4.36 -0.22 -0.78 0.052
O 0.78 -1.30 0.66 -0.082
O 0.36 1.22 1.12 0.063
H 0.54 -0.87 -1.23 0.122
H 2.23 -0.43 -0.66 0.156
H 0.80 1.62 -0.88 0.131
H -2.51 -0.40 0.38 0.053
H 0.12 -0.76 1.19 0.100
```

***

[4]
Entry from OMol25: 2 unconnected molecules or ions with the total composition C3H5NO2 (ωB97M-V/def2-TZVPD).

## Properties
Lowest unoccupied orbital energy: 0.8 eV
HOMO-LUMO gap: 10.636 eV
Relative energy (zero: lowest compared OMol25 entry of this formula, charge and spin): 81.51 kJ/mol
E_tot: -322.54329 Ha

The geometry in XYZ format:
```
11
Properties=species:S:1:pos:R:3:lowdin_charge:R:1
C 0.36 -0.29 -1.55 -0.078
N -0.12 -0.35 -0.18 -0.043
C 0.71 -0.59 0.87 -0.390
O 1.91 -0.76 0.79 0.006
C -1.62 1.36 2.09 0.011
O -1.91 2.34 1.60 0.047
H 1.43 -0.51 -1.51 0.081
H -0.14 -1.04 -2.18 0.083
H 0.21 0.70 -1.98 0.082
H -1.11 -0.26 0.00 0.101
H 0.16 -0.59 1.84 0.101
```

***

[5]
Entry from OMol25: 3 unconnected molecules or ions with the total composition C3H5NO2 (ωB97M-V/def2-TZVPD).

## Properties
Lowest unoccupied orbital energy: 0.5 eV
HOMO-LUMO gap: 11.057 eV
Relative energy (zero: lowest compared OMol25 entry of this formula, charge and spin): 287.83 kJ/mol
E_tot: -322.46471 Ha

The geometry in XYZ format:
```
11
Properties=species:S:1:pos:R:3:lowdin_charge:R:1
N -0.57 2.41 1.06 0.064
C -0.88 1.97 0.04 -0.084
O -0.57 -0.37 -1.73 -0.056
C 0.59 -0.66 -1.55 -0.148
C 0.05 -0.81 1.51 -0.140
O 1.04 -1.26 0.98 -0.030
H 0.10 -0.26 2.47 0.085
H -1.12 1.48 -0.89 0.041
H 1.33 0.08 -1.19 0.090
H 0.97 -1.67 -1.75 0.093
H -0.95 -0.90 1.05 0.085
```

***

[6]
Entry from OMol25: C3H5NO2 in the gas phase (ωB97M-V/def2-TZVPD).

## Properties
Lowest unoccupied orbital energy: 0.9 eV
HOMO-LUMO gap: 11.102 eV
Relative energy (zero: lowest compared OMol25 entry of this formula, charge and spin): 122.25 kJ/mol
E_tot: -322.52777 Ha

The geometry in XYZ format:
```
11
Properties=species:S:1:pos:R:3:lowdin_charge:R:1
C 1.03 1.43 0.81 -0.119
N -0.03 0.57 1.30 0.017
C -0.54 -0.30 0.56 -0.193
O -0.17 -0.50 -0.77 0.015
C -0.81 -1.49 -1.45 -0.313
O -1.64 -2.22 -1.00 0.084
H 1.91 1.27 1.44 0.081
H 0.71 2.47 0.95 0.080
H 1.30 1.27 -0.24 0.072
H -1.33 -0.97 0.88 0.130
H -0.44 -1.51 -2.48 0.147
```

***

[7]
Entry from OMol25: C3H5NO2 in the gas phase (ωB97M-V/def2-TZVPD).

## Properties
Lowest unoccupied orbital energy: 0.1 eV
HOMO-LUMO gap: 9.656 eV
Relative energy (zero: lowest compared OMol25 entry of this formula, charge and spin): 295.01 kJ/mol
E_tot: -322.46197 Ha

The geometry in XYZ format:
```
11
Properties=species:S:1:pos:R:3:lowdin_charge:R:1
C -0.79 0.81 0.53 0.089
C 0.50 0.76 -0.11 -0.283
N 0.94 -0.53 -0.18 0.070
C -0.19 -1.52 -0.41 -0.632
O -1.31 -0.98 -0.15 0.010
O 0.14 -2.62 -0.79 0.068
H 1.80 -0.75 -0.67 0.131
H -0.89 0.37 1.52 0.113
H -1.50 1.58 0.24 0.116
H 0.69 1.46 -0.93 0.134
H 0.62 1.39 0.94 0.184
```

***

[8]
Entry from OMol25: C3H5NO2 in the gas phase (ωB97M-V/def2-TZVPD).

## Properties
Lowest unoccupied orbital energy: 0.7 eV
HOMO-LUMO gap: 10.901 eV
Relative energy (zero: lowest compared OMol25 entry of this formula, charge and spin): 0.15 kJ/mol
E_tot: -322.57428 Ha

The geometry in XYZ format:
```
11
Properties=species:S:1:pos:R:3:lowdin_charge:R:1
C 0.78 1.00 -1.16 -0.002
C 0.14 -0.24 -0.60 -0.503
O 0.04 -1.30 -1.19 0.080
N -0.35 -0.07 0.70 0.113
C -0.99 -1.05 1.45 -0.293
O -1.39 -0.84 2.56 0.050
H 0.06 1.82 -1.18 0.088
H 1.14 0.80 -2.17 0.087
H 1.63 1.31 -0.53 0.089
H -0.25 0.82 1.16 0.150
H -1.08 -2.01 0.92 0.141
```

***

[9]
Entry from OMol25: C3H5NO2 in the gas phase (ωB97M-V/def2-TZVPD).

## Properties
Lowest unoccupied orbital energy: 0.4 eV
HOMO-LUMO gap: 9.757 eV
Relative energy (zero: lowest compared OMol25 entry of this formula, charge and spin): 433.30 kJ/mol
E_tot: -322.40930 Ha

The geometry in XYZ format:
```
11
Properties=species:S:1:pos:R:3:lowdin_charge:R:1
C 0.33 -0.73 -0.04 -0.172
C 1.60 -0.67 0.01 0.016
C -1.82 0.33 -0.06 -0.253
H 0.63 1.47 0.98 0.221
H -0.17 -1.57 -0.04 0.063
H 2.15 0.21 -0.04 0.033
H 2.04 -1.73 -0.29 0.126
H -2.16 1.35 -0.26 0.140
N -0.45 0.43 -0.32 -0.153
O 0.14 1.68 -0.02 -0.062
O -2.30 -0.78 0.08 0.042
```

***

[10]
Entry from OMol25: C3H5NO2 in the gas phase (ωB97M-V/def2-TZVPD).

## Properties
Lowest unoccupied orbital energy: 0.2 eV
HOMO-LUMO gap: 8.442 eV
Relative energy (zero: lowest compared OMol25 entry of this formula, charge and spin): 426.49 kJ/mol
E_tot: -322.41189 Ha

The geometry in XYZ format:
```
11
Properties=species:S:1:pos:R:3:lowdin_charge:R:1
O -0.44 -1.72 0.36 0.093
C 0.14 -0.24 0.72 -0.083
C 1.14 0.30 -0.31 -0.174
N 0.15 1.34 -0.61 0.074
C -0.84 0.66 0.11 -0.558
O -2.06 0.70 0.10 0.027
H -1.39 -1.53 0.16 0.145
H -0.42 -2.17 1.22 0.141
H 2.09 0.66 0.12 0.097
H 1.34 -0.34 -1.17 0.107
H 0.29 2.34 -0.69 0.131
```

***

[11]
Entry from OMol25: C3H5NO2 in the gas phase (ωB97M-V/def2-TZVPD).

## Properties
Lowest unoccupied orbital energy: 0.6 eV
HOMO-LUMO gap: 10.490 eV
Relative energy (zero: lowest compared OMol25 entry of this formula, charge and spin): 297.05 kJ/mol
E_tot: -322.46119 Ha

The geometry in XYZ format:
```
11
Properties=species:S:1:pos:R:3:lowdin_charge:R:1
C -0.71 -0.58 -0.31 -0.124
C -0.76 0.95 -0.23 -0.050
C 0.76 0.90 0.11 -0.445
H 1.45 -1.79 1.14 0.138
H -1.45 -1.03 0.40 0.123
H -0.65 -1.02 -1.33 0.132
H -1.38 1.34 0.64 0.139
H -1.00 1.33 -1.18 0.091
N 0.64 -0.46 0.22 -0.152
O 1.59 -1.44 0.23 0.041
O 1.50 1.81 0.31 0.109
```

***

[12]
Entry from OMol25: C3H5NO2 in the gas phase (ωB97M-V/def2-TZVPD).

## Properties
Lowest unoccupied orbital energy: 0.4 eV
HOMO-LUMO gap: 10.461 eV
Relative energy (zero: lowest compared OMol25 entry of this formula, charge and spin): 354.10 kJ/mol
E_tot: -322.43946 Ha

The geometry in XYZ format:
```
11
Properties=species:S:1:pos:R:3:lowdin_charge:R:1
C -0.51 0.00 0.73 -0.135
C -0.61 -0.26 -0.80 -0.129
C 0.62 -0.89 -1.42 -0.245
H 0.64 1.22 2.94 0.083
H -0.87 -0.76 1.53 0.146
H -0.73 0.64 -1.36 0.103
H -1.52 -0.95 -0.82 0.142
H 1.49 -0.97 -0.75 0.118
N 0.11 1.10 1.11 -0.017
O -0.19 1.41 2.48 -0.103
O 0.58 -1.41 -2.52 0.036
```